(i)
Entry from the Open Molecules 2025 dataset: C61H53Cl3GeN3O7S3Sr as an isolated structure (wB97M-V/def2-TZVPD).

Calculated values
- net charge = -1
- 2S+1 = 1
- HOMO-LUMO gap (eV) = 5.287

Geometry (Å):
1 Sr 0.82 0.25 -0.12
2 O 2.94 3.00 2.18
3 C 2.27 2.14 1.20
4 O 2.08 0.90 1.74
5 C 3.20 2.07 -0.06
6 C 4.09 3.05 -0.50
7 C 4.61 2.91 -1.78
8 C 4.21 1.88 -2.62
9 C 3.32 0.94 -2.10
10 N 2.92 1.04 -0.85
11 C 2.59 -0.15 -2.93
12 O 2.70 -0.06 -4.16
13 O 1.90 -0.94 -2.23
14 H 3.33 2.34 2.78
15 H 4.33 3.88 0.14
16 H 5.31 3.66 -2.15
17 H 4.53 1.80 -3.65
18 C -7.21 -2.27 3.31
19 C -6.15 -1.70 2.40
20 C -4.81 -1.68 2.79
21 C -3.84 -1.12 1.96
22 C -4.21 -0.60 0.74
23 C -5.54 -0.59 0.34
24 C -6.50 -1.14 1.17
25 S -2.97 0.14 -0.31
26 O -3.66 1.23 -1.06
27 C -2.73 -1.26 -1.42
28 C -2.28 -2.45 -0.81
29 C -1.93 -3.52 -1.56
30 C -2.01 -3.45 -2.98
31 C -1.64 -4.56 -3.78
32 C -1.69 -4.48 -5.14
33 C -2.12 -3.29 -5.76
34 C -2.48 -2.21 -5.01
35 C -2.43 -2.26 -3.59
36 C -2.79 -1.13 -2.78
37 C -3.21 0.11 -3.50
38 C -4.56 0.21 -3.94
39 C -5.53 -0.76 -3.59
40 C -6.83 -0.65 -4.01
41 C -7.23 0.45 -4.80
42 C -6.31 1.39 -5.16
43 C -4.96 1.30 -4.74
44 C -4.01 2.27 -5.12
45 C -2.72 2.18 -4.68
46 C -2.32 1.10 -3.86
47 S -0.60 0.99 -3.33
48 O -0.67 0.56 -1.90
49 C -0.18 2.69 -3.19
50 C 1.03 3.10 -3.75
51 C 1.51 4.36 -3.43
52 C 0.81 5.19 -2.57
53 C 1.38 6.52 -2.14
54 C -0.40 4.76 -2.03
55 C -0.90 3.51 -2.32
56 H -6.76 -2.85 4.12
57 H -7.89 -2.92 2.76
58 H -7.81 -1.47 3.75
59 H -4.53 -2.09 3.75
60 H -2.81 -1.09 2.28
61 H -5.81 -0.14 -0.61
62 H -7.54 -1.14 0.86
63 H -2.18 -2.49 0.27
64 H -1.57 -4.42 -1.09
65 H -1.31 -5.47 -3.29
66 H -1.40 -5.33 -5.75
67 H -2.15 -3.23 -6.84
68 H -2.79 -1.30 -5.50
69 H -5.23 -1.60 -2.97
70 H -7.55 -1.40 -3.72
71 H -8.26 0.53 -5.13
72 H -6.61 2.24 -5.77
73 H -4.31 3.10 -5.74
74 H -1.99 2.93 -4.95
75 H 1.60 2.41 -4.36
76 H 2.46 4.68 -3.83
77 H 2.27 6.77 -2.72
78 H 1.65 6.48 -1.09
79 H 0.65 7.32 -2.27
80 H -0.93 5.39 -1.32
81 H -1.80 3.13 -1.85
82 C -2.09 3.31 1.59
83 Ge -0.16 3.40 2.05
84 C 0.12 5.32 2.46
85 C -0.04 2.43 3.76
86 C 0.96 2.74 0.66
87 H -2.67 4.03 2.18
88 H -2.49 2.32 1.81
89 H -2.28 3.51 0.53
90 H -0.48 5.66 3.31
91 H -0.15 5.93 1.60
92 H 1.17 5.49 2.68
93 H -0.91 2.64 4.38
94 H 0.87 2.72 4.29
95 H 0.03 1.36 3.57
96 H 1.16 3.55 -0.05
97 Cl 8.91 -3.87 2.56
98 C 7.25 -3.77 3.07
99 C 6.25 -3.61 2.13
100 C 4.94 -3.51 2.56
101 C 4.60 -3.57 3.91
102 C 3.17 -3.43 4.40
103 C 2.11 -4.27 3.64
104 N 1.57 -3.65 2.44
105 C 1.81 -4.03 1.13
106 C 1.16 -3.13 0.35
107 N 0.52 -2.21 1.14
108 C 0.78 -2.55 2.38
109 O 2.71 -2.11 4.54
110 C 3.20 -1.09 3.64
111 C 4.56 -0.61 4.05
112 C 5.56 -0.24 3.19
113 Cl 5.49 -0.21 1.48
114 S 6.99 0.24 4.00
115 C 6.27 -0.04 5.53
116 C 4.99 -0.48 5.40
117 C 5.64 -3.75 4.82
118 Cl 5.35 -3.84 6.54
119 C 6.97 -3.85 4.42
120 H 6.50 -3.53 1.08
121 H 4.18 -3.34 1.82
122 H 3.16 -3.82 5.42
123 H 1.28 -4.45 4.33
124 H 2.52 -5.24 3.37
125 H 2.42 -4.89 0.89
126 H 1.15 -3.05 -0.73
127 H 0.48 -2.03 3.27
128 H 2.48 -0.27 3.68
129 H 3.21 -1.40 2.60
130 H 6.82 0.13 6.43
131 H 4.35 -0.73 6.24
132 H 7.75 -3.97 5.15

(ii)
Entry from the Open Molecules 2025 dataset: C61H53Cl3GeN3O7S3Sr as an isolated structure (wB97M-V/def2-TZVPD).

Calculated values
- net charge = -1
- 2S+1 = 1
- HOMO-LUMO gap (eV) = 3.027

Geometry (Å):
1 Sr -1.26 0.65 -1.06
2 O -5.59 1.09 -0.04
3 C -4.28 0.65 -0.24
4 O -3.51 1.38 -0.99
5 C -3.86 -0.50 0.38
6 C -4.62 -1.42 1.21
7 C -4.00 -2.51 1.73
8 C -2.60 -2.77 1.47
9 C -1.92 -1.85 0.69
10 N -2.50 -0.78 0.16
11 C -0.43 -1.95 0.36
12 O 0.24 -2.88 0.83
13 O 0.02 -1.03 -0.42
14 H -5.64 1.93 -0.51
15 H -5.67 -1.21 1.40
16 H -4.56 -3.21 2.34
17 H -2.08 -3.62 1.88
18 C 6.11 3.17 -2.44
19 C 4.62 3.17 -2.28
20 C 4.02 2.02 -1.59
21 C 2.52 2.09 -1.20
22 C 1.88 3.35 -1.57
23 C 2.44 4.24 -2.42
24 C 3.83 4.14 -2.78
25 S 0.38 3.83 -0.74
26 O -0.39 2.55 -0.57
27 C 1.17 4.29 0.84
28 C 2.49 4.77 0.85
29 C 3.02 5.33 1.98
30 C 2.25 5.44 3.16
31 C 2.76 6.06 4.32
32 C 2.00 6.15 5.45
33 C 0.70 5.61 5.48
34 C 0.18 5.00 4.36
35 C 0.93 4.93 3.16
36 C 0.38 4.38 1.97
37 C -1.05 3.98 1.95
38 C -2.05 5.02 1.97
39 C -1.70 6.39 1.94
40 C -2.67 7.36 1.95
41 C -4.03 7.01 1.96
42 C -4.40 5.69 1.97
43 C -3.43 4.66 1.97
44 C -3.79 3.30 1.96
45 C -2.83 2.33 1.92
46 C -1.46 2.67 1.90
47 S -0.35 1.24 1.74
48 O 1.06 1.68 1.80
49 C -0.75 0.72 3.43
50 C -1.64 -0.31 3.64
51 C -1.98 -0.68 4.94
52 C -1.42 -0.02 6.03
53 C -1.75 -0.44 7.43
54 C -0.51 1.02 5.79
55 C -0.17 1.38 4.51
56 H 6.58 2.63 -1.61
57 H 6.51 4.18 -2.48
58 H 6.38 2.65 -3.36
59 H 4.67 1.48 -0.92
60 H 2.22 1.65 -0.25
61 H 1.89 5.13 -2.70
62 H 4.26 4.96 -3.35
63 H 3.11 4.69 -0.03
64 H 4.04 5.70 1.97
65 H 3.77 6.46 4.30
66 H 2.39 6.64 6.33
67 H 0.11 5.66 6.38
68 H -0.82 4.58 4.39
69 H -0.66 6.67 1.92
70 H -2.38 8.40 1.94
71 H -4.79 7.78 1.96
72 H -5.44 5.41 1.95
73 H -4.83 3.02 1.96
74 H -3.12 1.28 1.89
75 H -2.07 -0.84 2.80
76 H -2.68 -1.49 5.10
77 H -2.69 -1.00 7.45
78 H -1.84 0.42 8.09
79 H -0.97 -1.09 7.83
80 H -0.07 1.54 6.64
81 H 0.55 2.18 4.32
82 C 3.47 -1.72 -0.68
83 Ge 3.21 -0.75 -2.36
84 C 4.88 -0.86 -3.45
85 C 1.74 -1.42 -3.48
86 C 2.98 1.20 -2.31
87 H 3.84 -2.72 -0.91
88 H 2.53 -1.80 -0.14
89 H 4.21 -1.22 -0.04
90 H 5.16 -1.89 -3.68
91 H 5.71 -0.39 -2.93
92 H 4.73 -0.33 -4.40
93 H 2.08 -2.20 -4.16
94 H 1.32 -0.61 -4.07
95 H 0.96 -1.81 -2.82
96 H 2.74 1.59 -3.30
97 Cl 3.45 -6.42 -6.27
98 C 1.98 -6.13 -5.40
99 C 1.63 -4.84 -5.04
100 C 0.50 -4.64 -4.28
101 C -0.33 -5.70 -3.88
102 C -1.48 -5.43 -2.94
103 C -2.56 -4.54 -3.57
104 N -2.23 -3.14 -3.69
105 C -2.29 -2.39 -4.84
106 C -2.06 -1.10 -4.46
107 N -1.87 -1.04 -3.10
108 C -1.98 -2.28 -2.67
109 O -1.12 -4.79 -1.72
110 C 0.07 -5.17 -1.03
111 C 0.11 -6.62 -0.64
112 C 1.21 -7.42 -0.76
113 Cl 2.76 -6.98 -1.35
114 S 0.93 -9.03 -0.21
115 C -0.71 -8.64 0.17
116 C -0.99 -7.34 -0.11
117 C 0.02 -6.98 -4.33
118 Cl -0.98 -8.35 -4.00
119 C 1.16 -7.20 -5.08
120 H 2.26 -4.01 -5.34
121 H 0.23 -3.64 -3.95
122 H -1.98 -6.38 -2.72
123 H -3.46 -4.64 -2.95
124 H -2.78 -4.92 -4.57
125 H -2.49 -2.82 -5.80
126 H -2.03 -0.22 -5.08
127 H -1.86 -2.60 -1.65
128 H 0.07 -4.53 -0.15
129 H 0.96 -4.91 -1.62
130 H -1.35 -9.40 0.57
131 H -1.96 -6.89 0.07
132 H 1.42 -8.20 -5.40

(i) wins, 0.0633 hartree ahead of the next structure.

(i)
Entry from the Open Molecules 2025 dataset: a 2-piece molecular cluster, CHN4S overall (wB97M-V/def2-TZVPD).

Calculated values
- net charge = -1
- 2S+1 = 1
- HOMO-LUMO gap (eV) = 5.478

Geometry (Å):
1 C 0.53 0.66 -0.15
2 N 1.48 1.40 -0.10
3 N -0.32 -1.50 0.90
4 N 2.51 1.92 0.23
5 N -1.35 -1.63 0.42
6 S -2.67 -1.62 -0.41
7 H -0.19 0.78 -0.89

(ii)
Entry from the Open Molecules 2025 dataset: an isolated ion of composition CHN4S and charge -1 (wB97M-V/def2-TZVPD).

Calculated values
- net charge = -1
- 2S+1 = 1
- structure (SMILES) = [S-]n1ncnn1
- HOMO-LUMO gap (eV) = 6.912

Geometry (Å):
1 S 2.14 0.16 -1.48
2 N 0.84 0.04 -0.53
3 N 0.58 0.39 0.66
4 C -0.65 0.07 0.88
5 N -1.29 -0.43 -0.16
6 N -0.58 -0.52 -1.16
7 H -1.05 0.29 1.78

(ii) wins, 0.0840 hartree ahead of the next structure.

(i)
Entry from the Open Molecules 2025 dataset: a single C6H13NO3 molecule (wB97M-V/def2-TZVPD).

Calculated values
- 2S+1 = 1
- structure (SMILES) = CO[C@@H](CN)CCOC=O
- HOMO-LUMO gap (eV) = 9.707

Geometry (Å):
1 C -1.43 -2.64 -0.28
2 O -0.36 -1.89 0.41
3 C -0.62 -0.43 0.40
4 C -0.73 0.01 2.01
5 N -1.45 1.33 2.21
6 C 0.74 0.29 -0.19
7 C 0.64 0.72 -1.77
8 O 1.92 1.08 -2.41
9 C 2.87 1.67 -1.45
10 O 4.10 1.21 -1.21
11 H -1.40 -3.74 0.16
12 H -1.09 -2.75 -1.42
13 H -2.50 -2.15 -0.18
14 H -1.61 -0.12 -0.14
15 H 0.35 0.11 2.47
16 H -1.39 -0.81 2.55
17 H -0.89 2.11 1.79
18 H -2.40 1.24 1.78
19 H 0.99 1.17 0.55
20 H 1.62 -0.49 -0.08
21 H -0.11 1.62 -1.95
22 H 0.21 -0.20 -2.40
23 H 2.53 2.64 -0.85

(ii)
Entry from the Open Molecules 2025 dataset: a single C6H13NO3 molecule (wB97M-V/def2-TZVPD).

Calculated values
- 2S+1 = 1
- structure (SMILES) = C[C@@H]1NC[C@@H](O)[C@H](O)[C@H]1O
- HOMO-LUMO gap (eV) = 9.814

Geometry (Å):
1 C 2.20 0.16 0.03
2 C 1.04 0.04 -0.92
3 N 0.13 1.18 -1.01
4 C -0.54 1.45 0.38
5 C -1.52 0.42 0.58
6 O -2.35 0.46 -0.54
7 C -0.75 -0.96 0.71
8 O -0.11 -0.70 1.85
9 C 0.07 -1.26 -0.52
10 O -0.86 -1.57 -1.51
11 H 2.64 -0.82 0.36
12 H 1.74 0.69 1.06
13 H 2.98 0.87 -0.31
14 H 1.52 -0.21 -1.86
15 H 0.62 1.91 -1.43
16 H -1.14 2.43 0.35
17 H 0.27 1.29 1.14
18 H -2.16 0.53 1.51
19 H -1.83 0.76 -1.26
20 H -1.50 -1.76 0.88
21 H 0.65 -1.37 1.89
22 H 0.77 -2.18 -0.28
23 H -1.87 -1.36 -1.07

(iii)
Entry from the Open Molecules 2025 dataset: a single C6H13NO3 molecule (wB97M-V/def2-TZVPD).

Calculated values
- 2S+1 = 1
- structure (SMILES) = CC(C)C(O)(O)CC(N)=O
- HOMO-LUMO gap (eV) = 9.182

Geometry (Å):
1 C 1.93 0.36 -1.39
2 C 1.53 -0.46 -0.17
3 C 1.39 -1.94 -0.44
4 C 0.23 0.28 0.72
5 O 0.50 1.56 0.99
6 O -0.01 -0.50 1.87
7 C -0.87 0.04 -0.26
8 C -2.20 1.06 0.29
9 N -3.44 0.61 0.51
10 O -1.88 2.20 0.70
11 H 2.97 0.16 -1.65
12 H 1.82 1.42 -1.18
13 H 1.32 0.10 -2.26
14 H 2.27 -0.30 0.62
15 H 2.36 -2.37 -0.72
16 H 0.69 -2.14 -1.26
17 H 1.05 -2.46 0.45
18 H -0.54 2.12 0.91
19 H 0.56 -0.14 2.56
20 H -0.68 0.51 -1.22
21 H -1.21 -0.98 -0.31
22 H -4.14 1.23 0.89
23 H -3.67 -0.35 0.37

(iii) wins, 0.0755 hartree ahead of the next structure.

(i)
Entry from the Open Molecules 2025 dataset: an isolated ion of composition C6H13N2OS and charge +1 (wB97M-V/def2-TZVPD).

Calculated values
- net charge = +1
- 2S+1 = 1
- structure (SMILES) = C1CON([C@@H]2[NH2+]CCS2)C1
- HOMO-LUMO gap (eV) = 9.587

Geometry (Å):
1 C 0.89 -0.24 -2.50
2 C 0.01 -1.45 -1.99
3 O 0.09 -1.37 -0.58
4 N 1.13 -0.53 -0.18
5 C 0.58 0.52 0.69
6 N -0.13 -0.24 1.81
7 C -1.24 0.47 2.44
8 C -1.96 1.28 1.35
9 S -0.64 1.71 0.11
10 C 1.85 0.01 -1.34
11 H 0.29 0.55 -2.80
12 H 1.37 -0.34 -3.49
13 H -1.07 -1.26 -2.24
14 H 0.45 -2.32 -2.32
15 H 1.31 1.12 1.13
16 H 0.47 -0.49 2.59
17 H -0.31 -1.24 1.40
18 H -0.92 1.08 3.25
19 H -2.01 -0.40 2.81
20 H -2.78 0.66 0.76
21 H -2.43 2.20 1.74
22 H 2.74 -0.75 -1.39
23 H 2.31 1.00 -1.28

(ii)
Entry from the Open Molecules 2025 dataset: an isolated ion of composition C6H13N2OS and charge +1 (wB97M-V/def2-TZVPD).

Calculated values
- net charge = +1
- 2S+1 = 1
- HOMO-LUMO gap (alpha / beta) (eV) = 5.679 / 5.746

Geometry (Å):
1 C -2.34 0.36 1.98
2 C 0.78 0.82 0.02
3 C -1.44 0.99 1.12
4 C 0.61 -0.40 -1.01
5 C 1.32 -1.55 -0.41
6 C 1.36 -0.07 -2.33
7 N -3.65 0.53 1.94
8 N -0.08 0.66 1.21
9 O -1.99 -0.47 2.90
10 S -1.11 -0.54 -1.31
11 H 1.95 0.68 0.13
12 H 0.60 1.70 -0.49
13 H -1.66 1.67 0.32
14 H 1.12 -2.39 -1.07
15 H 0.92 -1.90 0.47
16 H 2.33 -1.29 -0.36
17 H 0.78 -0.47 -3.17
18 H 2.35 -0.39 -2.26
19 H 1.43 1.07 -2.50
20 H -4.15 1.32 1.50
21 H -4.27 -0.03 2.60
22 H -1.16 -0.91 2.87
23 H 0.15 0.04 2.04

(i) wins, 0.0020 hartree ahead of the next structure.